Record 1
Entry from the Open Molecules 2025 dataset: C52H45HgN7O2P2S as an isolated structure (ωB97M-V with the def2-TZVPD basis set).

Each line ends with the Mulliken spin population.
Geometry (Å):
Hg1 0.353 -0.511 -0.379  -0.012
C1 -1.077 2.425 -0.783  0.013
P1 -2.756 1.723 -0.359  0.008
C2 -3.537 3.314 0.141  -0.005
C3 -3.683 3.548 1.505  -0.001
C4 -4.173 4.761 1.973  0.000
C5 -4.535 5.754 1.078  0.000
C6 -4.397 5.533 -0.288  0.000
C7 -3.898 4.326 -0.750  0.000
C8 -3.495 1.446 -2.015  -0.013
C9 -4.869 1.614 -2.199  0.001
C10 -5.477 1.259 -3.392  0.001
C11 -4.725 0.708 -4.421  0.000
C12 -3.363 0.517 -4.245  -0.016
C13 -2.753 0.887 -3.055  0.027
C14 -0.202 2.403 0.428  -0.005
C15 0.070 3.401 1.339  -0.001
C16 0.895 2.831 2.343  0.000
C17 1.090 1.509 1.999  -0.003
C18 1.808 0.426 2.742  0.005
P2 0.654 -0.962 3.250  0.013
C19 0.653 -0.670 5.061  0.000
C20 1.158 -1.545 6.017  0.000
C21 1.081 -1.236 7.369  0.000
C22 0.507 -0.045 7.784  0.000
C23 -0.001 0.837 6.838  0.000
C24 0.062 0.522 5.490  0.000
C25 1.753 -2.427 3.122  -0.010
C26 3.141 -2.375 3.253  -0.001
C27 3.914 -3.507 3.056  0.000
C28 3.306 -4.720 2.748  0.000
C29 1.928 -4.789 2.632  0.001
C30 1.159 -3.645 2.804  0.008
N1 0.397 1.236 0.847  -0.008
H1 -1.196 3.438 -1.170  0.002
H2 -0.637 1.828 -1.579  -0.002
H3 -3.397 2.771 2.204  0.000
H4 -4.271 4.927 3.039  0.000
H5 -4.922 6.699 1.439  0.000
H6 -4.676 6.306 -0.993  0.000
H7 -3.788 4.162 -1.816  0.000
H8 -5.472 2.024 -1.396  0.000
H9 -6.544 1.399 -3.514  0.000
H10 -5.202 0.414 -5.348  0.000
H11 -2.764 0.059 -5.023  0.003
H12 -1.698 0.691 -2.937  -0.002
H13 -0.288 4.417 1.281  0.000
H14 1.307 3.323 3.211  0.000
H15 2.304 0.843 3.621  0.001
H16 2.564 -0.039 2.115  -0.001
H17 1.614 -2.478 5.707  0.000
H18 1.476 -1.931 8.100  0.000
H19 0.451 0.196 8.838  0.000
H20 -0.455 1.769 7.150  0.000
H21 -0.345 1.209 4.756  0.000
H22 3.626 -1.435 3.485  0.000
H23 4.992 -3.446 3.145  0.000
H24 3.909 -5.607 2.597  0.000
H25 1.449 -5.724 2.371  0.000
H26 0.086 -3.687 2.653  0.001
N2 4.699 -2.385 -0.665  -0.001
C31 5.307 -1.271 -0.129  0.000
C32 4.295 -0.506 0.364  0.000
N3 3.087 -1.114 0.133  -0.003
C33 3.362 -2.236 -0.485  0.015
C34 2.334 -3.190 -0.843  -0.020
N4 1.089 -3.042 -0.454  0.006
C35 0.412 -4.141 -0.922  0.002
C36 1.264 -4.952 -1.604  0.019
N5 2.499 -4.342 -1.542  0.007
H27 5.165 -3.132 -1.147  0.000
H28 6.371 -1.130 -0.162  0.000
H29 4.353 0.456 0.846  0.000
H30 -0.646 -4.260 -0.760  -0.006
H31 1.106 -5.867 -2.144  -0.003
H32 3.309 -4.618 -2.068  -0.001
C37 1.893 5.353 -1.266  0.000
C38 1.931 3.971 -1.855  0.000
C39 2.662 2.965 -1.231  0.000
C40 2.675 1.678 -1.742  0.002
C41 1.929 1.377 -2.871  0.002
C42 1.218 2.372 -3.525  -0.004
C43 1.231 3.662 -3.018  0.001
S1 1.803 -0.299 -3.446  -0.011
O1 1.638 -0.234 -4.884  -0.003
O2 2.988 -0.999 -2.977  0.009
N6 0.485 -0.750 -2.673  0.002
C44 -0.315 -1.820 -3.117  -0.001
C45 -0.105 -2.535 -4.300  0.095
C46 -0.963 -3.567 -4.662  -0.012
C47 -2.026 -3.923 -3.856  0.034
C48 -2.244 -3.261 -2.636  -0.106
C49 -3.259 -3.660 -1.721  0.498
C50 -3.346 -3.004 -0.486  -0.077
C51 -2.477 -1.987 -0.186  0.231
N7 -1.522 -1.547 -1.055  0.165
C52 -1.383 -2.193 -2.267  0.077
H33 1.631 5.300 -0.208  0.000
H34 1.153 5.975 -1.769  0.000
H35 2.863 5.846 -1.351  0.000
H36 3.197 3.186 -0.315  0.000
H37 3.242 0.887 -1.265  -0.001
H38 0.649 2.121 -4.411  -0.001
H39 0.660 4.437 -3.517  0.000
H40 0.712 -2.267 -4.953  0.011
H41 -0.790 -4.091 -5.595  0.005
H42 -2.692 -4.730 -4.138  -0.005
H43 -3.931 -4.465 -1.986  0.036
H44 -4.098 -3.283 0.242  -0.001
H45 -2.529 -1.457 0.756  0.034

F_max, hartree/bohr: 0.0094
<S²>: 0.77
Total charge: -1
Energy above the lowest of the compared OMol25 structures with the same formula, charge and spin, kcal per mole: 0.00
2S+1: 2
Calculated total energy, Eh: -3776.73934
HOMO-LUMO gap (spin up / spin down), eV: 3.8955 / 6.2272
E_LUMO (spin up / spin down), eV: 2.079 / 2.067

=====

Record 2
Entry from the Open Molecules 2025 dataset: a 10-piece molecular cluster, C52H46N10O16 overall in a non-equilibrium geometry (ωB97M-V with the def2-TZVPD basis set).

Each line ends with the Löwdin charge.
Geometry (Å):
O1 -2.025 6.358 5.124  0.080
N1 -2.945 5.638 4.807  -0.360
O2 -4.103 5.826 5.118  0.076
C1 -2.628 4.458 3.999  -0.147
C2 -3.653 3.581 3.664  -0.002
C3 -3.385 2.392 3.011  -0.061
C4 -2.070 2.155 2.610  -0.073
C5 -1.060 3.043 2.940  -0.071
C6 -1.315 4.189 3.672  0.003
H1 -4.655 3.799 4.009  0.119
H2 -4.108 1.619 2.799  0.092
H3 -1.739 1.263 2.087  0.096
H4 -0.049 2.792 2.648  0.072
H5 -0.512 4.891 3.839  0.107
O3 -3.362 -1.662 6.790  0.083
N2 -3.139 -2.343 5.815  -0.359
O4 -3.787 -3.313 5.476  0.075
C7 -1.982 -1.969 4.990  -0.153
C8 -1.278 -2.944 4.320  -0.009
C9 -0.045 -2.652 3.749  -0.068
C10 0.511 -1.399 3.977  -0.082
C11 -0.225 -0.385 4.579  -0.061
C12 -1.457 -0.695 5.128  -0.004
H6 -1.679 -3.947 4.242  0.121
H7 0.537 -3.430 3.277  0.102
H8 1.475 -1.148 3.549  0.084
H9 0.158 0.623 4.611  0.095
H10 -1.979 0.070 5.689  0.121
O5 -1.879 2.343 -1.412  0.068
N3 -2.864 1.980 -2.031  -0.327
O6 -2.816 1.365 -3.073  0.060
C13 -4.163 2.330 -1.481  -0.151
C14 -4.264 3.139 -0.362  0.003
C15 -5.509 3.599 0.007  -0.060
C16 -6.630 3.257 -0.724  -0.057
C17 -6.551 2.296 -1.748  -0.049
C18 -5.294 1.886 -2.152  -0.007
H11 -3.342 3.397 0.142  0.115
H12 -5.625 4.343 0.787  0.114
H13 -7.626 3.640 -0.538  0.110
H14 -7.476 1.908 -2.145  0.108
H15 -5.181 1.191 -2.976  0.116
O7 4.313 -4.737 -3.003  0.084
N4 3.292 -5.096 -2.466  -0.360
O8 2.725 -6.126 -2.761  0.078
C19 2.615 -4.213 -1.540  -0.171
C20 1.497 -4.684 -0.874  -0.010
C21 0.851 -3.881 0.044  -0.056
C22 1.364 -2.622 0.341  -0.059
C23 2.523 -2.177 -0.295  -0.067
C24 3.114 -2.951 -1.271  -0.003
H16 1.123 -5.685 -1.038  0.126
H17 -0.110 -4.142 0.468  0.116
H18 0.853 -2.005 1.070  0.088
H19 2.898 -1.193 -0.052  0.087
H20 3.985 -2.618 -1.822  0.116
O9 -2.201 -1.431 1.066  0.086
N5 -3.324 -1.040 0.836  -0.337
O10 -4.042 -0.458 1.623  0.077
C25 -3.854 -1.280 -0.510  -0.146
C26 -5.211 -1.526 -0.690  -0.011
C27 -5.690 -1.891 -1.926  -0.068
C28 -4.816 -2.012 -3.016  -0.058
C29 -3.478 -1.773 -2.802  -0.079
C30 -2.968 -1.401 -1.560  -0.009
H21 -5.886 -1.564 0.157  0.124
H22 -6.755 -2.000 -2.088  0.109
H23 -5.175 -2.360 -3.973  0.110
H24 -2.762 -1.893 -3.607  0.103
H25 -1.902 -1.326 -1.398  0.107
O11 0.202 -2.269 -2.845  0.045
N6 -0.236 -3.332 -3.244  -0.330
O12 -1.110 -3.946 -2.665  0.080
C31 0.386 -3.950 -4.398  -0.153
C32 1.647 -3.507 -4.777  -0.020
C33 2.298 -4.109 -5.831  -0.052
C34 1.645 -5.093 -6.553  -0.060
C35 0.366 -5.519 -6.213  -0.055
C36 -0.252 -4.951 -5.106  0.000
H26 2.165 -2.810 -4.129  0.092
H27 3.321 -3.844 -6.058  0.118
H28 2.134 -5.599 -7.378  0.111
H29 -0.095 -6.358 -6.711  0.108
H30 -1.203 -5.332 -4.751  0.120
O13 3.095 0.199 5.015  0.064
N7 3.466 1.009 5.842  -0.342
O14 4.038 0.726 6.876  0.084
C37 3.201 2.428 5.560  -0.144
C38 3.400 3.358 6.564  -0.003
C39 3.149 4.699 6.318  -0.058
C40 2.559 5.051 5.111  -0.071
C41 2.332 4.108 4.118  -0.079
C42 2.632 2.771 4.348  -0.010
H31 3.845 3.035 7.495  0.120
H32 3.434 5.443 7.046  0.109
H33 2.359 6.097 4.905  0.109
H34 2.037 4.441 3.131  0.109
H35 2.402 2.030 3.593  0.072
O15 7.889 2.028 -5.421  0.096
N8 6.766 1.634 -5.268  -0.381
O16 5.988 1.408 -6.151  0.092
C43 6.320 1.407 -3.910  -0.148
C44 5.160 0.688 -3.664  -0.007
C45 4.791 0.330 -2.379  -0.086
C46 5.514 0.819 -1.303  -0.064
C47 6.661 1.592 -1.508  -0.058
C48 7.029 1.866 -2.818  -0.013
H36 4.566 0.353 -4.504  0.096
H37 3.905 -0.275 -2.259  0.054
H38 5.175 0.616 -0.292  0.105
H39 7.286 1.954 -0.709  0.106
H40 7.969 2.405 -2.880  0.121
C49 1.134 0.701 -0.951  -0.062
C50 1.339 0.828 0.472  -0.235
N9 1.497 0.926 1.614  0.191
H41 2.039 0.735 -1.555  0.058
H42 0.413 1.447 -1.293  0.069
H43 0.706 -0.261 -1.248  0.068
C51 -0.195 0.981 -4.589  -0.046
C52 1.076 0.314 -4.306  -0.234
N10 2.065 -0.215 -4.091  0.188
H44 -0.274 1.167 -5.658  0.090
H45 -0.261 1.964 -4.121  0.083
H46 -1.032 0.415 -4.197  0.053

F_max, hartree/bohr: 0.0364
Energy above the lowest of the compared OMol25 structures with the same formula, charge and spin, kcal per mole: 0.00
Calculated total energy, Eh: -3759.79359
HOMO-LUMO gap, eV: 8.3870
E_LUMO, eV: -1.291